Entry 1:
DFT (the ωB97M-V functional and the def2-TZVPD basis) results for one molecule with the formula C3H4BrF.

SMILES: C=C(Br)CF
E_tot: -75933.167 eV
HOMO level: -9.8267 eV
HOMO-LUMO gap: 0.36274 Ha
Charge: 0
Energy relative to the best compared isomer or geometry (same formula, charge and spin): 44.8 kcal per mole

Geometry as XYZ:
```
9
Properties=species:S:1:pos:R:3:lowdin_charge:R:1
C 0.8733 0.6724 0.6168 -0.07
C -0.1640 0.6196 -0.2101 -0.70
C -0.7758 -0.7433 -0.2434 -0.09
F -0.0796 -1.8905 0.6509 -0.18
Br 0.2186 1.7907 -1.6945 0.71
H 1.0157 -0.1168 1.3825 0.09
H 1.5714 1.4482 0.4699 0.03
H -0.8040 -1.0197 -1.2353 0.06
H -1.8556 -0.7605 0.2633 0.16
```


Entry 2:
DFT (the ωB97M-V functional and the def2-TZVPD basis) results for one molecule with the formula C3H4BrF.

SMILES: C=C(F)CBr
E_tot: -75934.042 eV
HOMO level: -10.0105 eV
HOMO-LUMO gap: 0.38698 Ha
Charge: 0
Energy relative to the best compared isomer or geometry (same formula, charge and spin): 24.6 kcal per mole

Geometry as XYZ:
```
9
Properties=species:S:1:pos:R:3:lowdin_charge:R:1
C -0.4474 -0.4918 -1.2356 0.02
C 0.4656 0.1169 -0.4730 -0.36
C 0.2708 0.2580 1.1556 -0.48
F 1.2827 1.1369 -0.8316 0.02
Br -1.6156 0.1646 1.7651 0.59
H -0.3877 -0.5987 -2.3697 0.09
H -1.0576 -1.3406 -0.9754 0.05
H 0.8200 -0.4976 1.5545 0.01
H 0.6693 1.2524 1.4101 0.06
```


Entry 3:
DFT (the ωB97M-V functional and the def2-TZVPD basis) results for a 2-piece molecular cluster, C3H4BrF2NO2 overall.

Multiplicity: 3
E_tot: -84234.058 eV
HOMO level (alpha / beta): -6.2617 / -10.2974 eV
HOMO-LUMO gap (alpha / beta): 0.24362 / 0.28308 Ha
Charge: 0
Expectation value of S²: 2.0072

Geometry as XYZ:
```
13
Properties=species:S:1:pos:R:3:lowdin_charge:R:1
C -0.4111 -1.8202 -0.0562 -0.60
C -0.3229 -0.4361 -0.6391 -0.19
C -2.4002 0.0691 -0.8470 -0.82
N 0.2123 0.5570 0.1564 0.09
O 0.1256 -1.9536 1.1628 0.10
O -0.9169 -2.7372 -0.6322 0.10
F -2.3867 1.3296 -1.3049 0.03
F -2.9985 -0.7057 -1.7371 0.07
Br -3.2137 -0.0237 0.8930 0.78
H -0.0564 -0.4020 -1.6870 0.14
H 0.5984 -1.1603 1.4537 0.10
H -0.2440 0.6685 1.0563 0.09
H 0.3405 1.4482 -0.3017 0.11
```


Entry 4:
DFT (the ωB97M-V functional and the def2-TZVPD basis) results for a 2-piece molecular cluster, C3H4BrIO overall.

E_tot: -83363.841 eV
HOMO level (alpha / beta): -10.1560 / -9.3245 eV
HOMO-LUMO gap (alpha / beta): 0.30438 / 0.22642 Ha
Charge: 0
Energy relative to the best compared isomer or geometry (same formula, charge and spin): 34.0 kcal per mole

Geometry as XYZ:
```
10
Properties=species:S:1:pos:R:3:lowdin_charge:R:1
C 0.3009 -0.2080 -0.5165 -0.62
C 0.6051 -1.0599 0.6647 -0.03
C 0.0401 1.2558 -0.4444 -0.55
O 0.0819 -0.7788 -1.5693 0.01
Br -0.4692 2.0568 -2.0284 0.77
I -3.1040 0.5447 0.9069 0.11
H 0.5703 -0.5002 1.5175 0.04
H 1.5572 -1.4822 0.4003 0.09
H -0.1475 -1.8226 0.7916 0.09
H 0.5652 1.9944 0.2778 0.09
```


Entry 5:
DFT (the ωB97M-V functional and the def2-TZVPD basis) results for C3H4BrInNO3 as an isolated structure.

E_tot: -85987.078 eV
HOMO level: -22.0796 eV
HOMO-LUMO gap: 0.18059 Ha
Charge: +3

Geometry as XYZ:
```
13
Properties=species:S:1:pos:R:3:lowdin_charge:R:1
O -0.0737 2.3784 0.3825 0.19
C -0.9946 1.6685 0.5013 0.03
C -0.7153 0.1642 1.2386 -0.07
N 0.5021 -0.2613 0.7282 -0.33
Br 1.8097 0.8212 1.2262 1.53
C 0.6038 -0.7855 -0.7333 -0.53
O 0.2132 -1.8755 -0.9408 0.01
O 1.1312 0.1211 -1.4923 0.18
H -2.0493 1.8971 0.2311 0.24
H -1.5299 -0.5416 1.0328 0.18
H -0.7075 0.3980 2.3155 0.18
H 0.6875 0.1910 -2.3665 0.22
In 1.1228 -4.1757 -2.1233 1.19
```


Entry 6:
DFT (the ωB97M-V functional and the def2-TZVPD basis) results for C3H4BrN as an isolated structure.

E_tot: -74703.688 eV
HOMO level (alpha / beta): -10.5305 / -8.8408 eV
HOMO-LUMO gap (alpha / beta): 0.35397 / 0.19595 Ha
Charge: 0
Energy relative to the best compared isomer or geometry (same formula, charge and spin): 95.4 kcal per mole

Geometry as XYZ:
```
9
Properties=species:S:1:pos:R:3:lowdin_charge:R:1
C -0.9082 0.2379 -0.2308 -0.25
C 0.4039 -1.1874 0.3658 -0.15
C 0.4807 0.1817 -0.2792 -0.07
N -1.1438 -1.0016 0.1381 0.09
Br 0.4505 3.6425 0.4302 -0.02
H -1.6813 0.8840 -0.5381 0.09
H 0.6268 -1.9919 -0.3050 0.08
H 0.6346 -1.3791 1.4874 0.14
H 1.1368 0.6138 -1.0683 0.10
```


Entry 7:
DFT (the ωB97M-V functional and the def2-TZVPD basis) results for an isolated ion of composition C3H4BrN2O2 and charge +1.

SMILES: C[n+]1[nH]oc(=O)c1Br
E_tot: -80280.278 eV
HOMO level (alpha / beta): -14.1574 / -13.7465 eV
HOMO-LUMO gap (alpha / beta): 0.30885 / 0.25967 Ha
Charge: +1
Energy relative to the best compared isomer or geometry (same formula, charge and spin): 48.8 kcal per mole

Geometry as XYZ:
```
12
Properties=species:S:1:pos:R:3:lowdin_charge:R:1
C 1.4148 0.1529 0.0444 -0.44
C 1.6737 -1.2485 0.0227 -0.48
C -1.2888 1.2130 -0.0185 -0.01
N -0.6467 -1.1348 -0.0819 0.05
N -0.3955 0.1317 -0.0553 -0.04
O 2.6943 -1.8418 0.0663 0.21
O 0.4178 -1.9325 -0.0248 0.12
Br 2.2565 1.7261 0.0003 1.03
H -0.7184 2.1373 0.0933 0.09
H -1.9930 1.1132 0.8133 0.12
H -1.8636 1.2699 -0.9495 0.12
H -1.5512 -1.5866 0.0898 0.23
```


Entry 8:
DFT (the ωB97M-V functional and the def2-TZVPD basis) results for C3H4BrNO as an isolated structure.

E_tot: -76754.556 eV
HOMO level: -9.5859 eV
HOMO-LUMO gap: 0.38448 Ha
Charge: 0
Energy relative to the best compared isomer or geometry (same formula, charge and spin): 22.2 kcal per mole

Geometry as XYZ:
```
10
Properties=species:S:1:pos:R:3:lowdin_charge:R:1
C 0.4549 0.3706 -0.2083 -0.14
C -0.2948 1.1607 -1.0750 -0.11
C -1.4770 -0.1342 0.0061 -0.24
N -0.3209 -0.5574 0.4237 0.10
O -1.5621 0.9059 -0.8141 0.05
Br 2.5632 -2.2223 1.8539 0.42
H 1.4915 0.3352 -0.0155 0.08
H 1.8121 -1.3183 1.2136 -0.43
H -0.1650 2.0223 -1.6854 0.12
H -2.5020 -0.5626 0.3010 0.16
```


Number 1: F_max 5.009 eV/A. Number 2: F_max 4.336 eV/A. Number 3: F_max 4.946 eV/A. Number 4: F_max 2.955 eV/A. Number 5: F_max 2.364 eV/A. Number 6: F_max 2.236 eV/A. Number 7: F_max 6.888 eV/A. Number 8: F_max 5.586 eV/A.